# 1
{
  "formula": "C26H28IrN2S2Si",
  "method": "wB97M-V/def2-TZVPD",
  "spin_multiplicity": 5,
  "orbital_gap_ev": [6.2, 6.0],
  "total_charge": 1,
  "e_lumo_ev": [-2.93, -4.92],
  "homo_ev": [-9.150, -10.891],
  "e_above_lowest_ev": 1.608,
  "e_tot_ha": -2306.76081,
  "species": ["C", "C", "C", "H", "C", "C", "H", "H", "H", "H", "Ir", "C", "H", "H", "H", "Si", "C", "C", "H", "C", "H", "C", "H", "C", "H", "C", "H", "C", "C", "H", "C", "H", "C", "H", "C", "H", "C", "H", "H", "H", "C", "C", "N", "C", "C", "S", "C", "C", "S", "C", "N", "C", "H", "H", "H", "H", "H", "H", "H", "H"],
  "xyz": [[0.680, -1.347, 0.645], [2.000, -0.928, 0.226], [2.675, -0.408, 1.377], [2.469, -1.055, -0.756], [1.820, -0.539, 2.520], [0.562, -1.101, 2.064], [-0.323, -1.311, 2.645], [-0.077, -1.748, -0.019], [3.705, -0.087, 1.393], [2.028, -0.235, 3.543], [0.889, 0.684, 1.082], [0.905, 2.536, -3.622], [-0.099, 2.502, -3.168], [1.067, 3.509, -4.149], [0.975, 1.694, -4.322], [2.600, 2.294, -2.500], [3.560, 3.237, -3.931], [4.462, 2.314, -4.475], [4.634, 1.346, -4.004], [5.155, 2.592, -5.666], [5.786, 1.808, -6.102], [5.018, 3.840, -6.286], [5.573, 4.047, -7.222], [4.152, 4.795, -5.726], [4.011, 5.745, -6.253], [3.450, 4.513, -4.541], [2.821, 5.295, -4.122], [3.784, 2.614, -1.105], [5.168, 2.868, -1.305], [5.541, 3.172, -2.290], [6.098, 2.659, -0.269], [7.164, 2.706, -0.511], [5.698, 2.358, 1.033], [6.423, 2.189, 1.838], [4.315, 2.277, 1.271], [3.962, 2.040, 2.273], [3.394, 2.374, 0.230], [2.307, 2.153, 0.426], [-1.351, 4.032, -2.804], [-1.700, 4.057, -3.504], [-2.721, -2.495, 0.577], [-2.698, -1.079, 0.154], [-1.971, -0.108, 0.606], [-2.195, 1.099, -0.043], [-3.232, 1.033, -0.982], [-3.840, -0.555, -1.138], [-1.441, 2.298, 0.273], [-1.898, 3.574, 0.012], [-0.817, 4.787, 0.613], [0.246, 3.571, 1.215], [-0.172, 2.321, 0.921], [1.361, 3.917, 2.125], [-3.672, -2.702, 1.074], [-2.666, -3.108, -0.326], [-1.900, -2.749, 1.243], [-3.553, 1.887, -1.575], [-2.828, 3.755, -0.536], [2.168, 4.402, 1.556], [1.039, 4.591, 2.938], [1.746, 2.987, 2.566]],
  "forces_ev_per_a": [[0.714, -1.605, -0.134], [0.481, -1.015, -0.240], [1.016, -1.712, 0.422], [-0.491, 0.250, 0.439], [-0.120, -0.975, 0.792], [0.554, -1.924, 0.364], [0.154, 0.148, 0.126], [0.243, 0.084, 0.234], [-0.215, 0.131, -0.040], [0.044, -0.145, -0.311], [-1.698, 3.845, -1.048], [-0.125, 0.545, 1.368], [0.614, -0.083, -0.071], [-0.258, -0.926, 0.443], [0.284, 0.230, 0.124], [0.113, 1.341, -3.411], [0.453, -0.784, 0.555], [0.303, 0.556, -1.211], [-0.149, 0.088, -0.080], [0.098, 0.116, 0.086], [-0.138, 0.467, 0.144], [-0.111, -0.325, -0.083], [-0.501, -0.078, 0.710], [0.169, -0.318, 0.129], [0.095, -0.268, 0.419], [0.257, -0.673, -0.351], [-0.098, -0.208, -0.022], [-0.072, 0.509, 1.798], [0.001, -0.348, 0.058], [-0.220, -0.270, 0.443], [-0.003, 0.092, -0.394], [-0.405, 0.183, 0.113], [-0.751, 0.094, -0.312], [-0.347, 0.124, -0.404], [0.277, -0.074, 0.107], [0.046, 0.156, -0.085], [0.251, -0.173, -0.232], [1.140, 0.432, -0.156], [-0.719, 0.158, -1.185], [0.481, 0.050, 1.209], [-0.161, -0.199, -0.122], [-0.801, 1.283, -0.901], [0.247, 0.259, -0.289], [-1.616, -1.361, -0.999], [1.477, 0.526, 0.790], [0.934, 0.168, 1.074], [0.447, 2.276, 0.245], [0.255, -0.983, 0.028], [-0.196, -1.078, -0.121], [-1.675, -0.360, -0.341], [-1.318, 2.259, -0.277], [0.621, -0.027, 0.071], [0.122, -0.132, 0.020], [0.006, -0.192, 0.219], [0.004, 0.081, 0.009], [-0.091, -0.502, -0.035], [0.526, 0.357, 0.478], [-0.133, -0.117, 0.320], [0.001, -0.294, -0.438], [-0.014, 0.342, -0.048]],
  "mulliken_charge": [-0.127, -0.821, -0.117, 0.482, -1.116, -0.220, 0.409, 0.327, 0.875, 0.389, 0.574, -1.022, 0.127, 0.404, 0.405, -0.218, 0.169, -0.214, 0.344, -0.625, 0.348, -0.407, 0.351, -0.547, 0.371, -0.110, 0.444, -0.513, -0.301, 0.433, -0.655, 0.386, -0.765, 0.395, -0.338, 0.522, 1.814, -0.942, -0.408, 0.402, -1.237, 0.543, -0.338, -0.018, -0.525, -0.169, 0.463, -0.547, -0.169, 0.821, -0.017, -1.113, 0.408, 0.388, 0.275, 0.360, 0.414, 0.308, 0.518, 0.128]
}

---

# 2
{
  "formula": "C3H3NOS2",
  "method": "wB97M-V/def2-TZVPD",
  "orbital_gap_ev": 7.3,
  "e_lumo_ev": -1.53,
  "homo_ev": -8.780,
  "e_above_lowest_ev": 6.692,
  "e_tot_ha": -1042.25275,
  "species": ["C", "C", "C", "N", "O", "S", "S", "H", "H", "H"],
  "xyz": [[-1.118, 0.378, -0.203], [-2.343, 0.312, 0.470], [0.003, 0.826, 0.356], [2.825, -0.037, -0.132], [2.681, -1.396, -0.146], [-3.780, 0.074, -0.327], [1.612, 1.035, -0.159], [-1.227, 0.043, -1.293], [-2.214, 0.474, 1.629], [3.562, -1.709, -0.194]],
  "forces_ev_per_a": [[1.143, -0.513, -2.750], [-2.491, 0.318, 2.425], [1.806, -0.957, -0.649], [-1.010, 1.550, -0.256], [-2.583, 0.573, 0.169], [1.452, 0.178, 1.178], [0.291, -0.987, 0.595], [0.610, 0.525, 1.425], [-0.778, -0.311, -2.182], [1.560, -0.374, 0.045]],
  "mulliken_charge": [0.201, -0.222, -0.365, -0.136, -0.299, -0.214, 0.131, 0.262, 0.285, 0.357]
}

---

# 3
{
  "formula": "C12H19FeN2S",
  "method": "wB97M-V/def2-TZVPD",
  "spin_multiplicity": 2,
  "orbital_gap_ev": [7.2, 8.2],
  "total_charge": 2,
  "e_lumo_ev": [-9.00, -8.05],
  "homo_ev": [-16.157, -16.231],
  "e_above_lowest_ev": 0.528,
  "e_tot_ha": -2239.39832,
  "species": ["Fe", "C", "C", "N", "C", "C", "S", "C", "C", "N", "H", "H", "H", "H", "H", "H", "H", "H", "H", "H", "H", "H", "H", "H", "C", "C", "C", "C", "C", "C", "H", "H", "H", "H", "H"],
  "xyz": [[-0.030, 0.219, 0.252], [1.484, -1.116, -1.718], [0.055, -1.436, -2.103], [-0.813, -1.214, -0.917], [-2.191, -0.736, -1.209], [-2.194, 0.583, -1.972], [-1.007, 1.778, -1.270], [0.419, 1.817, -2.408], [1.690, 1.411, -1.683], [1.557, 0.139, -0.922], [2.125, -1.059, -2.599], [1.871, -1.917, -1.085], [-0.008, -2.467, -2.450], [-0.298, -0.816, -2.922], [-0.893, -2.083, -0.392], [-2.686, -0.597, -0.245], [-2.770, -1.479, -1.763], [-3.183, 1.029, -1.880], [-1.985, 0.495, -3.037], [0.527, 2.843, -2.754], [0.191, 1.205, -3.278], [1.960, 2.183, -0.961], [2.507, 1.341, -2.404], [2.392, 0.069, -0.342], [-0.043, -0.054, 4.775], [0.087, -1.246, 4.070], [0.298, -1.221, 2.692], [0.267, 0.029, 2.109], [0.204, 1.245, 2.756], [-0.009, 1.176, 4.135], [-0.136, -0.085, 5.853], [0.046, -2.198, 4.582], [0.431, -2.143, 2.141], [0.262, 2.208, 2.257], [-0.125, 2.095, 4.693]],
  "forces_ev_per_a": [[0.073, 0.683, -0.383], [0.134, -0.158, -0.113], [-0.001, -0.088, -0.088], [-0.197, -0.144, 0.623], [-0.154, -0.051, -0.176], [0.011, 0.047, 0.007], [-0.408, 0.484, 0.117], [-0.069, -0.008, -0.006], [0.062, 0.053, -0.216], [0.382, 0.008, 0.473], [0.007, 0.034, 0.008], [0.042, 0.036, 0.018], [-0.071, -0.010, 0.038], [-0.003, 0.055, 0.049], [-0.033, -0.048, -0.073], [-0.008, -0.043, 0.013], [0.080, -0.058, -0.016], [0.030, 0.068, -0.041], [-0.007, -0.084, 0.012], [-0.038, -0.009, -0.021], [0.054, -0.023, 0.013], [0.003, -0.021, 0.022], [0.038, -0.065, 0.046], [0.031, 0.022, -0.034], [0.035, 0.007, 0.013], [0.148, -0.184, -0.146], [-0.276, 0.107, 0.674], [0.410, -0.875, -0.945], [-0.339, 0.030, 0.196], [0.101, 0.183, -0.063], [-0.129, 0.000, -0.007], [0.030, 0.029, 0.048], [0.007, 0.024, -0.044], [-0.011, 0.016, -0.031], [0.065, -0.016, 0.033]],
  "mulliken_charge": [0.105, -0.727, -0.608, -0.034, -0.571, -0.667, -0.006, -0.492, -0.818, -0.098, 0.364, 0.465, 0.451, 0.206, 0.321, 0.360, 0.392, 0.442, 0.402, 0.482, 0.330, 0.437, 0.376, 0.401, -0.429, -0.659, -0.379, 0.777, -0.243, -0.671, 0.420, 0.425, 0.405, 0.422, 0.417]
}